DFT (ωB97M-V/def2-TZVPD) results for a molecular structure, C8H40AgB2N16O8 in a non-equilibrium geometry.

Summary:
gap between HOMO and LUMO (alpha / beta): 2.103 / 5.423 eV
E_tot: -54513.8274 eV
<S²>: 2.0034
2S+1: 3
charge: -1

Atoms and positions in Å:
Ag1 1.25730 0.68262 1.50862
B1 0.32211 2.71497 2.79369
H1 -0.37523 2.18990 2.15946
H2 0.21884 2.20056 3.73653
H3 1.28857 2.59402 2.32940
H4 0.12787 3.77349 2.87155
B2 -0.48108 0.14119 -0.23294
H5 -0.48120 -0.31858 0.74321
H6 0.52263 0.33324 -0.57923
H7 -1.07408 -0.36571 -0.97835
H8 -0.87405 1.11791 0.00335
C1 -0.51992 -1.78266 -3.63025
O1 -0.27861 -2.50785 -4.54825
N1 -1.77603 -1.66749 -3.10309
N2 0.29568 -0.93743 -3.02973
H9 -1.93804 -1.35179 -2.15747
H10 -2.55019 -1.75314 -3.74609
H11 1.18086 -0.75167 -3.47925
H12 -0.01104 -0.45843 -2.19513
C2 3.16241 2.95264 0.35727
O2 2.62515 1.91966 0.14004
N3 4.32724 3.23210 -0.22534
N4 2.73127 3.88592 1.10248
H13 4.92361 2.41791 -0.26483
H14 4.75526 4.08643 0.10180
H15 1.77498 3.75134 1.39827
H16 3.26983 4.73128 1.22659
C3 3.10166 -2.10584 1.21728
O3 2.33636 -1.26350 0.81390
N5 4.22395 -2.28567 0.73738
N6 2.90986 -2.83795 2.26793
H17 4.88739 -3.03936 0.84642
H18 4.40483 -1.69158 -0.05913
H19 3.77184 -3.16097 2.68354
H20 2.03761 -2.70541 2.75957
C4 -0.19747 -1.20233 4.10900
O4 0.43345 -0.73449 3.18411
N7 -1.41240 -1.48433 4.18321
N8 0.44176 -1.63174 5.12752
H21 -2.09052 -1.01848 3.59733
H22 -1.72068 -1.79523 5.09339
H23 0.05666 -2.13921 5.91127
H24 1.38842 -1.28745 5.20109
C5 -4.45901 -1.18155 0.51265
O5 -5.60378 -1.55128 0.24754
N9 -4.02909 -0.39900 1.46028
N10 -3.50038 -1.82959 -0.12857
H25 -3.02721 -0.27394 1.43398
H26 -4.60671 -0.01719 2.19559
H27 -4.04115 -2.47623 -0.68493
H28 -2.51641 -1.89562 0.08946
C6 1.63938 2.67636 -3.12942
O6 1.23447 2.07710 -4.09346
N11 0.85055 3.02505 -2.18306
N12 2.86751 2.92196 -2.88977
H29 -0.10703 2.74105 -2.33301
H30 1.14740 3.34935 -1.27377
H31 3.54220 2.87101 -3.63963
H32 3.32957 3.11281 -2.01217
C7 -0.79970 -4.05547 1.24257
O7 -0.31575 -3.69144 2.25658
N13 -0.77699 -3.39624 0.12907
N14 -1.63639 -5.09982 1.22214
H33 -1.45247 -3.66927 -0.57041
H34 -0.24606 -2.53710 0.13888
H35 -2.24786 -5.28909 0.44088
H36 -1.75472 -5.46728 2.15545
C8 -2.32454 2.68279 -4.26381
O8 -1.83574 2.96208 -5.27697
N15 -3.48222 2.98503 -3.81099
N16 -1.76051 1.96429 -3.39951
H37 -3.75111 2.62328 -2.90714
H38 -4.13398 3.28349 -4.52249
H39 -1.00001 1.46201 -3.83474
H40 -2.19911 1.64558 -2.54736

Forces on atoms 1 to 3 (eV/Å):
Ag 0.5 0.7 0.3
B -1.0 -1.1 0.4
H -3.4 -1.5 -2.6

Löwdin population analysis, charges in e, atoms 1 to 2: number 1, Ag, carries 1.05; number 2, B, carries -0.42

---

DFT (ωB97M-V/def2-TZVPD) results for a molecular structure, C38H50ClO4S3SiY in a non-equilibrium geometry.

Summary:
gap between HOMO and LUMO: 7.107 eV
E_tot: -102351.5844 eV
ΔE to the lowest compared entry with this formula, charge and spin: 0.000 eV

Atoms and positions in Å:
Y1 -1.33063 1.39224 -0.02817
C1 2.22483 -2.40043 4.29979
C2 2.70653 -1.88316 2.94130
C3 4.07439 -2.47792 2.62181
C4 2.67970 -0.36400 2.89206
C5 1.53307 0.33194 3.28337
C6 1.48453 1.71916 3.29852
C7 2.58892 2.47068 2.90179
C8 2.56052 3.97504 2.96826
C9 3.71832 1.78634 2.48135
C10 3.76473 0.39651 2.47324
H1 2.27200 -3.49004 4.32115
H2 1.19417 -2.11980 4.50643
H3 2.85799 -2.01092 5.10083
H4 2.00638 -2.24666 2.18123
H5 4.83778 -2.10058 3.30644
H6 4.38769 -2.26310 1.59994
H7 4.03257 -3.56231 2.72829
H8 0.65846 -0.21685 3.61181
H9 0.58929 2.19533 3.67385
H10 1.67221 4.37292 2.47514
H11 3.44574 4.40871 2.50410
H12 2.52198 4.32159 4.00258
H13 4.59032 2.34397 2.16047
H14 4.67946 -0.08757 2.15716
C11 2.17774 2.27099 -2.55752
C12 1.37852 1.11823 -3.10845
S1 -0.39739 1.20995 -2.85360
C13 -0.86523 2.75903 -3.66463
C14 -0.69262 4.09256 -2.91329
S2 -1.01993 4.02600 -1.12927
C15 0.40706 4.83074 -0.37521
C16 1.78948 4.30092 -0.71008
S3 1.97861 2.49585 -0.76515
H15 1.92669 3.21073 -3.04341
H16 3.23272 2.07574 -2.76424
H17 1.65219 0.18741 -2.61143
H18 1.57931 0.98433 -4.17372
H19 -1.91995 2.61432 -3.89607
H20 -0.31485 2.78748 -4.60680
H21 -1.40375 4.80640 -3.32553
H22 0.30708 4.49638 -3.05937
H23 0.18713 4.68703 0.68280
H24 0.36026 5.90218 -0.57943
H25 2.47453 4.67851 0.05193
H26 2.14663 4.68665 -1.66427
C17 -4.35690 -0.16778 -0.16714
C18 -4.51441 1.18459 -0.86462
C19 -5.58178 1.06052 -1.95198
C20 -3.16856 1.68621 -1.43222
H27 -5.31533 -0.53583 0.20502
H28 -3.68878 -0.11771 0.70095
H29 -3.95972 -0.91144 -0.86157
H30 -4.86646 1.91213 -0.12304
H31 -5.27983 0.29993 -2.67760
H32 -5.71398 2.00413 -2.48462
H33 -6.54808 0.76575 -1.53535
H34 -3.31908 2.71264 -1.79527
H35 -2.94122 1.07354 -2.32385
O1 -2.07856 1.16674 2.18346
Cl1 -2.19903 2.59739 2.57130
O2 -3.53958 3.03314 2.40371
O3 -1.71142 2.79187 3.88778
O4 -1.32363 3.26472 1.58802
C21 -0.61806 -4.40157 3.19909
C22 0.15082 -4.72113 2.08732
C23 0.20550 -3.85169 1.00608
C24 -0.50102 -2.64589 1.00541
C25 -1.25272 -2.33727 2.14271
C26 -1.31921 -3.20583 3.22701
Si1 -0.55180 -1.51442 -0.52050
C27 1.16321 -1.75121 -1.30702
C28 2.27163 -1.16850 -0.68356
C29 3.54566 -1.26253 -1.22529
C30 3.74193 -1.94551 -2.41946
C31 2.65834 -2.53639 -3.05595
C32 1.38507 -2.44316 -2.50133
C33 -1.81596 -2.40663 -1.64159
C34 -2.07820 -2.01230 -2.95933
C35 -3.08757 -2.59759 -3.71049
C36 -3.87633 -3.59916 -3.16178
C37 -3.63426 -4.01445 -1.86114
C38 -2.61844 -3.42695 -1.11662
H36 -0.66311 -5.07861 4.04275
H37 0.70493 -5.65147 2.06073
H38 0.80254 -4.12027 0.14110
H39 -1.80956 -1.40627 2.18179
H40 -1.91682 -2.94601 4.09220
H41 2.13378 -0.59477 0.23063
H42 4.38265 -0.79156 -0.72409
H43 4.73259 -2.01950 -2.84945
H44 2.80414 -3.07331 -3.98494
H45 0.54750 -2.90737 -3.00747
H46 -1.48872 -1.22122 -3.41356
H47 -3.26336 -2.26559 -4.72657
H48 -4.67058 -4.04991 -3.74260
H49 -4.23806 -4.79794 -1.42050
H50 -2.45538 -3.76707 -0.10254

Forces on atoms 1 to 3 (eV/Å):
Y 0.9 -0.1 -0.7
C 0.0 0.0 0.0
C 0.0 0.0 -0.1

Löwdin population analysis, charges in e, atoms 1 to 2: number 1, Y, carries 1.15; number 2, C, carries -0.06

---

DFT (ωB97M-V/def2-TZVPD) results for a single C5H11NOS molecule in a non-equilibrium geometry.

Summary:
gap between HOMO and LUMO: 9.602 eV
E_tot: -19734.2349 eV
ΔE to the lowest compared entry with this formula, charge and spin: 2.860 eV

Atoms and positions in Å:
C1 1.01459 1.47075 -1.41647
C2 0.79460 -0.02265 -1.63479
C3 -0.34082 -0.53383 -0.93441
C4 1.14228 -0.99018 1.18577
C5 -2.12406 0.02277 1.57769
H1 1.62467 1.97770 -2.19697
H2 1.52320 1.80808 -0.38398
H3 0.09656 2.20215 -1.57774
H4 1.62955 -0.79224 -1.57792
H5 0.56480 -0.23108 -2.61123
H6 0.83876 -0.61593 2.24416
H7 1.79029 -1.96924 1.21218
H8 1.74673 -0.17166 0.87565
H9 -3.15836 -0.04508 2.00113
H10 -1.73509 0.52348 2.45069
H11 -2.33264 0.56921 0.61348
N1 -0.12723 -0.99102 0.38669
O1 -1.50119 -0.51606 -1.38493
S1 -1.44664 -1.69517 1.17101

Forces on atoms 1 to 3 (eV/Å):
C 0.5 3.4 1.0
C 2.5 -0.2 0.1
C -3.6 -0.9 2.3

Löwdin population analysis, charges in e, atoms 1 to 2: number 1, C, carries -0.09; number 2, C, carries -0.21

---

DFT (ωB97M-V/def2-TZVPD) results for a molecular structure, C2HCuLi2O2 in a non-equilibrium geometry.

Summary:
gap between HOMO and LUMO: 4.568 eV
E_tot: -51231.6026 eV
ΔE to the lowest compared entry with this formula, charge and spin: 0.308 eV

Atoms and positions in Å:
O1 0.00342 1.37785 -1.22224
C1 -0.46631 0.27750 -0.52776
C2 0.26570 -0.12555 0.56660
Li1 0.15801 2.27152 0.53214
Cu1 1.92700 0.47749 -1.09987
H1 -1.38965 -0.21166 -0.89988
Li2 -0.71597 -2.68132 1.61989
O2 0.21778 -1.38583 1.03111

Forces on atoms 1 to 3 (eV/Å):
O -0.6 0.8 0.0
C 1.1 0.5 0.3
C 0.8 -1.2 -1.4

Löwdin population analysis, charges in e, atoms 1 to 2: number 1, O, carries -0.49; number 2, C, carries -0.47

---

DFT (ωB97M-V/def2-TZVPD) results for 11 unconnected molecules or ions with the total composition H22O11 in a non-equilibrium geometry.

Summary:
gap between HOMO and LUMO (alpha / beta): 2.866 / 10.094 eV
E_tot: -22880.3564 eV
<S²>: 0.7504
ΔE to the lowest compared entry with this formula, charge and spin: 0.409 eV
2S+1: 2
charge: -1

Atoms and positions in Å:
O1 0.36635 -1.99016 2.31312
H1 0.46145 -1.26451 2.93005
H2 1.09131 -2.57927 2.52195
O2 3.21950 -0.31921 -0.42671
H3 2.63285 -1.03841 -0.19255
H4 4.07059 -0.73695 -0.55853
O3 -0.74377 -0.20781 -0.10479
H5 -0.23285 -0.96298 0.18659
H6 -0.13480 0.30234 -0.63877
O4 -1.77549 -3.69300 1.41723
H7 -1.01991 -3.25913 1.81358
H8 -1.41039 -4.46766 0.98963
O5 -2.57967 0.10900 2.50518
H9 -3.29997 0.49544 3.00324
H10 -2.87610 0.13459 1.59540
O6 1.29125 -2.42621 -0.67527
H11 2.09880 -2.70825 -1.10484
H12 0.88992 -3.23703 -0.36263
O7 1.91125 1.54504 -1.94067
H13 2.41708 1.42395 -2.74422
H14 2.35660 0.99965 -1.29226
O8 -0.36198 2.22152 -3.32596
H15 -0.15658 3.03835 -3.78076
H16 0.42209 2.02953 -2.81156
O9 0.88120 3.70317 -0.32237
H17 0.92022 4.49550 -0.85801
H18 1.14497 2.99947 -0.91522
O10 -0.73791 2.79430 1.57789
H19 -1.02615 2.01023 1.11056
H20 -0.05920 3.17143 1.01809
O11 -3.52072 -0.58051 -0.25895
H21 -2.57607 -0.47618 -0.37292
H22 -3.66386 -1.52624 -0.29551

Forces on atoms 1 to 3 (eV/Å):
O -0.2 -0.2 -0.2
H -0.2 0.4 0.2
H 0.5 -0.2 -0.1

Löwdin population analysis, charges in e, atoms 1 to 2: number 1, O, carries -0.10; number 2, H, carries 0.04

---

DFT (ωB97M-V/def2-TZVPD) results for 4 unconnected molecules or ions with the total composition C5H16O3 in a non-equilibrium geometry.

Summary:
gap between HOMO and LUMO: 9.685 eV
E_tot: -11585.8054 eV
ΔE to the lowest compared entry with this formula, charge and spin: 1.094 eV

Atoms and positions in Å:
C1 0.24725 -1.15190 -2.13422
C2 -0.95280 -1.20508 -1.15224
C3 -0.75309 -0.25308 0.02331
C4 -1.30643 0.96174 -0.03677
C5 -1.33906 2.04972 1.00660
H1 0.43624 -0.09096 -2.28303
H2 1.20610 -1.53159 -1.76905
H3 -0.15380 -1.60406 -3.04130
H4 -1.72683 -0.83096 -1.81174
H5 -1.36962 -2.22081 -1.02909
H6 -0.18503 -0.46317 0.92233
H7 -2.10565 0.99269 -0.77562
H8 -0.57963 1.97752 1.78567
H9 -1.26443 3.08308 0.59483
H10 -2.32313 2.02047 1.50371
H11 1.68225 -3.12327 1.63245
H12 0.41655 -2.41155 1.28898
O1 1.32433 -2.21618 1.55565
H13 1.41133 0.06293 3.82474
H14 1.55693 -0.76053 2.49234
O2 1.34426 0.11225 2.86980
H15 0.06870 1.82547 -1.81810
H16 1.47618 1.69253 -2.33792
O3 0.59699 1.97363 -2.61533

Forces on atoms 1 to 3 (eV/Å):
C -0.4 0.2 0.8
C 0.4 0.1 -0.4
C -0.6 0.2 -0.1

Löwdin population analysis, charges in e, atoms 1 to 2: number 1, C, carries -0.10; number 2, C, carries -0.25

---

DFT (ωB97M-V/def2-TZVPD) results for a molecular structure, C12H10InNO4Te4 in a non-equilibrium geometry.

Summary:
gap between HOMO and LUMO: 4.864 eV
E_tot: -56632.3757 eV
ΔE to the lowest compared entry with this formula, charge and spin: 0.775 eV

Atoms and positions in Å:
In1 0.11294 0.80608 1.44421
O1 -3.75848 -0.44234 -0.85702
C1 -2.57331 -0.62118 -0.26960
O2 -2.38457 -0.42908 0.92255
C2 -1.48911 -1.06742 -1.15089
C3 -1.65692 -1.53385 -2.45863
C4 -0.53497 -1.96022 -3.14675
C5 0.71704 -1.87171 -2.54520
C6 0.79133 -1.38977 -1.23880
N1 -0.29508 -1.03299 -0.55291
C7 2.02920 -1.21832 -0.44937
O3 3.20418 -1.24684 -1.08428
O4 1.98288 -1.01948 0.74974
H1 -4.41166 -0.13025 -0.20975
H2 -2.64274 -1.57169 -2.89518
H3 -0.62358 -2.35706 -4.14495
H4 1.59416 -2.20965 -3.07723
H5 3.11431 -1.34132 -2.04219
C8 0.37322 3.01557 -0.28447
C9 0.03676 3.52502 0.97474
C10 1.13703 3.31980 1.83445
C11 2.15040 2.69072 1.09734
C12 1.67989 2.50003 -0.20835
H6 -0.22158 3.10228 -1.18322
H7 -0.86027 4.07186 1.21890
H8 1.22229 3.68603 2.84574
H9 3.14433 2.46603 1.45022
H10 2.25798 2.12008 -1.03902
Te1 -0.90101 -0.54829 4.03888
Te2 -1.80677 -2.43750 5.88817
Te3 -1.17066 -4.37851 4.07642
Te4 -0.21727 -2.49603 2.29646

Forces on atoms 1 to 3 (eV/Å):
In 0.5 1.2 -0.1
O 0.0 -0.1 -0.5
C -0.7 0.6 2.4

Löwdin population analysis, charges in e, atoms 1 to 2: number 1, In, carries 0.78; number 2, O, carries 0.14

---

DFT (ωB97M-V/def2-TZVPD) results for 2 unconnected molecules or ions with the total composition C5H5NO in a non-equilibrium geometry.

Summary:
gap between HOMO and LUMO: 8.604 eV
E_tot: -8797.4902 eV
ΔE to the lowest compared entry with this formula, charge and spin: 5.929 eV

Atoms and positions in Å:
O1 0.18695 -1.04272 2.09958
C1 -0.46925 -0.17940 1.65359
C2 -1.23701 0.86151 1.42289
C3 -1.79149 1.40328 0.34323
C4 -0.07621 -0.66065 -0.92299
C5 1.40685 -0.20414 -1.04498
N1 0.88442 -1.51468 -0.86207
H1 -2.46171 2.25927 0.38979
H2 -1.57481 0.96958 -0.63688
H3 1.87599 0.28853 -0.19311
H4 1.80463 0.04500 -2.02600
H5 1.08281 -2.42623 -0.47372

Forces on atoms 1 to 3 (eV/Å):
O -0.6 0.8 -0.3
C 0.4 -0.5 0.4
C 0.0 -0.1 -0.2

Löwdin population analysis, charges in e, atoms 1 to 2: number 1, O, carries 0.14; number 2, C, carries -0.27

---

DFT (ωB97M-V/def2-TZVPD) results for 2 unconnected molecules or ions with the total composition C4H8O2.

Summary:
gap between HOMO and LUMO: 10.850 eV
E_tot: -8370.8938 eV
ΔE to the lowest compared entry with this formula, charge and spin: 2.388 eV

Atoms and positions in Å:
O1 -1.64084 1.08859 0.65326
C1 -0.24628 1.15925 0.57828
C2 0.60449 0.02178 1.12362
C3 1.25043 -0.15372 -0.03634
O2 -1.06523 -2.05816 -0.64524
C4 0.44129 0.87315 -0.79886
H1 -1.92426 0.26837 0.22330
H2 0.03825 2.12841 1.00061
H3 -0.51717 -1.65021 0.03952
H4 0.67866 -0.43020 2.10950
H5 2.08484 -0.78167 -0.33922
H6 -0.43705 -2.61401 -1.12301
H7 -0.26221 0.45125 -1.52487
H8 0.99508 1.69718 -1.26054

Forces on atoms 1 to 3 (eV/Å):
O -0.2 -0.2 -0.1
C 0.3 0.2 0.1
C 0.1 -0.1 0.0

Löwdin population analysis, charges in e, atoms 1 to 2: number 1, O, carries -0.02; number 2, C, carries -0.37